{"formula": "CH5N2S2", "method": "ωB97M-V/def2-TZVPD", "symbols": ["N", "C", "N", "S", "S", "H", "H", "H", "H", "H"], "xyz": [[1.522, 0.347, 0.643], [0.267, 0.687, 0.707], [-0.848, -0.115, 0.417], [-0.704, -1.858, 0.030], [-2.441, 0.644, 0.032], [2.246, 0.977, 0.839], [1.766, -0.528, 0.360], [0.051, 1.741, 1.001], [-0.918, -2.089, 1.316], [-2.860, -0.514, 0.699]], "smiles": "[NH2+]=CN(S)S", "spin_multiplicity": 1, "homo_ha": -0.5111, "total_charge": 1, "e_lumo_ev": -4.61}